Computed, not measured: C2H5N2S as an isolated structure, with the ωB97M-V functional and the def2-TZVPD basis.

XYZ file:
```
10
Properties=species:S:1:pos:R:3:forces:R:3:lowdin_charge:R:1
C -1.506278 0.765404 0.243783 -0.341 -0.618 0.207 0.087
C 0.766392 -1.329752 0.081457 -0.526 0.311 -0.181 -0.307
N 0.676612 1.696748 -0.078614 -1.106 0.388 -0.502 0.100
N -0.372281 1.253026 0.046294 1.050 2.189 0.231 -0.184
S 1.899995 -0.155536 0.047265 0.259 -2.271 -0.021 1.045
H -1.792987 -0.071976 -0.293675 -0.397 -1.281 -1.523 0.069
H -2.261852 1.174026 0.847512 -0.266 0.831 1.247 0.103
H 0.866195 -1.904877 0.984848 -0.579 -0.284 0.249 0.030
H -0.123594 -1.485222 -0.619640 1.936 0.025 0.795 0.083
H 1.847802 0.058159 -1.259232 -0.031 0.709 -0.503 -0.026
```
Positions in Å, forces in eV/Å.

Results
Orbital gap (spin up / spin down): 8.03 / 8.03 eV
Charge: +1
Relative energy (zero: lowest compared OMol25 entry of this formula, charge and spin): 96.2 kcal/mol
2S+1: 1
Largest force on an atom: 0.047 Eh/bohr